No. 1
A molecular structure, C25H35N2Ti in a non-equilibrium geometry. Source: the OMol25 dataset; level of theory: ωB97M-V/def2-TZVPD.

```
! wB97M-V def2-TZVPD RIJCOSX def2/J DEFGRID3
* xyz 1 1
C 1.237 -1.909 0.975
C 1.773 -1.297 -0.199
C 0.810 -1.448 -1.271
C -0.303 -2.194 -0.756
C -0.062 -2.426 0.649
Ti -0.224 -0.104 0.253
C -3.097 1.214 -0.995
C -2.491 0.744 0.263
H -2.565 1.430 1.140
C -2.436 -0.669 0.521
H -2.974 -1.278 -0.206
H -2.669 -1.003 1.531
C -3.089 2.722 -1.204
H -2.556 3.415 -0.516
H -2.902 3.129 -2.220
H -4.154 2.897 -1.010
C -2.704 0.428 -2.232
H -1.869 -0.326 -2.291
H -3.628 -0.180 -2.345
H -2.602 1.000 -3.181
C 3.157 -0.778 -0.323
H 3.441 -0.161 0.541
H 3.876 -1.607 -0.395
H 3.279 -0.165 -1.220
C 1.016 -1.046 -2.689
H 1.552 -0.096 -2.762
H 1.611 -1.803 -3.221
H 0.068 -0.914 -3.223
C -1.348 -2.855 -1.584
H -1.436 -2.387 -2.570
H -1.091 -3.914 -1.751
H -2.327 -2.834 -1.099
C -0.881 -3.283 1.542
H -1.931 -3.293 1.234
H -0.520 -4.324 1.534
H -0.835 -2.932 2.581
C 2.003 -2.186 2.217
H 1.338 -2.377 3.067
H 2.633 -3.082 2.081
H 2.671 -1.354 2.478
C 1.157 1.240 -0.918
C 0.035 2.095 -1.371
C 2.284 1.967 -1.310
C -0.075 2.388 -2.754
H -0.898 2.434 -1.009
C 2.292 2.584 -2.581
H 3.063 2.155 -0.570
C 1.128 2.681 -3.342
H -0.971 2.634 -3.340
H 3.263 2.966 -2.898
H 1.262 3.013 -4.360
C 2.067 1.675 2.437
C 0.876 1.039 3.016
N -0.086 0.330 2.426
C -0.931 -0.129 3.457
C -0.512 0.378 4.641
N 0.648 1.125 4.368
H 2.044 2.754 2.646
H 2.975 1.250 2.894
H 2.077 1.522 1.346
H -1.775 -0.767 3.258
H -0.904 0.280 5.629
H 1.210 1.629 4.993
*
```

Results
- frontier orbital gap (spin up / spin down) (eV) = 6.8283 / 6.4000
- LUMO level (spin up / spin down) (eV) = -3.2301 / -3.4767
- E_HOMO (spin up / spin down) (Ha) = -0.3696 / -0.3630

Mulliken population analysis, charges in e, atoms 1 to 4: C 0.133; C 1.208; C 0.376; C 0.678



No. 2
A molecular structure, C29H45AsBrN5OPdS4Si2Te. Source: the OMol25 dataset; level of theory: ωB97M-V/def2-TZVPD.

```
! wB97M-V def2-TZVPD RIJCOSX def2/J DEFGRID3
* xyz 0 1
Pd 0.192 0.949 1.444
S -0.142 2.677 4.833
As -1.629 2.746 3.411
S -1.489 0.185 2.951
S -0.964 2.996 1.347
S -3.588 3.241 3.750
Br 7.100 1.849 0.155
C 6.463 0.065 0.061
C 6.864 -0.854 1.015
C 6.415 -2.161 0.920
C 5.539 -2.537 -0.089
C 5.161 -1.608 -1.054
C 5.626 -0.305 -0.981
N 5.204 -3.933 -0.194
N 4.043 -4.327 -0.368
C 2.929 -3.430 -0.320
C 2.060 -3.440 -1.384
C 0.985 -2.560 -1.476
C 0.673 -1.648 -0.454
O -0.327 -0.863 -0.498
C 1.577 -1.666 0.695
N 1.343 -0.785 1.707
C 2.037 -0.838 2.823
C 3.038 -1.797 3.028
C 3.350 -2.648 2.011
C 2.651 -2.583 0.783
H 7.534 -0.558 1.811
H 6.745 -2.909 1.631
H 4.503 -1.898 -1.862
H 5.347 0.414 -1.740
H 2.258 -4.139 -2.190
H 0.350 -2.568 -2.352
H 1.790 -0.106 3.584
H 3.550 -1.838 3.979
H 4.120 -3.395 2.147
C -5.437 -3.213 0.046
Si -3.599 -3.274 -0.294
C -2.980 -5.027 -0.112
C -3.207 -2.594 -1.983
C -2.667 -2.279 1.013
Te -2.653 -0.175 0.900
C -4.648 0.174 1.564
Si -5.613 1.280 0.366
C -7.246 1.690 1.171
C -4.607 2.812 0.032
C -5.900 0.391 -1.261
H -5.975 -3.834 -0.674
H -5.829 -2.198 -0.039
H -5.671 -3.586 1.045
H -3.463 -5.681 -0.842
H -3.193 -5.423 0.883
H -1.902 -5.084 -0.274
H -3.758 -3.133 -2.757
H -2.140 -2.688 -2.185
H -3.458 -1.534 -2.066
H -1.601 -2.503 0.931
H -2.994 -2.517 2.028
H -4.525 0.713 2.509
H -5.117 -0.789 1.773
H -7.090 2.212 2.117
H -7.826 0.787 1.375
H -7.847 2.335 0.526
H -4.302 3.309 0.956
H -5.193 3.519 -0.561
H -3.697 2.585 -0.530
H -6.648 -0.400 -1.189
H -4.981 -0.045 -1.666
H -6.260 1.115 -1.996
C 1.866 4.955 -2.697
C 2.437 3.547 -2.810
N 2.592 2.868 -1.526
C 3.812 3.132 -0.766
C 3.678 4.213 0.304
C 1.591 2.159 -0.963
C 0.348 1.893 -1.757
N 1.677 1.665 0.236
H 1.713 5.378 -3.690
H 2.540 5.614 -2.151
H 0.907 4.949 -2.176
H 3.423 3.579 -3.276
H 1.810 2.942 -3.460
H 4.583 3.411 -1.484
H 4.151 2.195 -0.317
H 3.498 5.190 -0.143
H 4.602 4.267 0.880
H 2.857 4.009 0.993
H 0.593 1.506 -2.745
H -0.235 2.808 -1.877
H -0.249 1.147 -1.239
H 2.526 1.897 0.733
*
```

Results
- frontier orbital gap (eV) = 6.8390
- energy relative to the best compared isomer or geometry (same formula, charge and spin) (kJ/mol) = 33.5
- LUMO level (eV) = -0.4118
- E_HOMO (Ha) = -0.2665

Mulliken population analysis, charges in e, atoms 1 to 4: Pd 0.594; S -0.370; As 0.308; S -0.606



No. 3
A molecular structure, C34H28N7OS3TcTe. Source: the OMol25 dataset; level of theory: ωB97M-V/def2-TZVPD.

```
! wB97M-V def2-TZVPD RIJCOSX def2/J DEFGRID3
* xyz 1 4
Tc 0.055 0.135 2.148
C 4.313 -0.565 2.990
C 4.276 -1.740 3.720
C 3.049 -2.315 4.005
C 1.893 -1.698 3.560
N 1.940 -0.541 2.863
C 3.122 0.005 2.580
C 0.539 -2.261 3.749
C 0.230 -3.411 4.457
C -1.086 -3.841 4.487
C -2.064 -3.135 3.805
C -1.704 -1.986 3.123
N -0.430 -1.568 3.136
C -2.618 -1.113 2.355
C -3.961 -1.383 2.169
C -4.739 -0.482 1.457
C -4.154 0.670 0.966
C -2.802 0.874 1.181
N -2.047 -0.001 1.842
H 5.248 -0.087 2.736
H 5.189 -2.210 4.057
H 2.992 -3.241 4.558
H 3.097 0.927 2.014
H 1.000 -3.962 4.975
H -1.350 -4.733 5.038
H -3.089 -3.472 3.810
H -4.397 -2.284 2.572
H -5.789 -0.680 1.293
H -4.721 1.400 0.408
H -2.291 1.753 0.809
C 2.466 5.425 -1.245
N 1.926 4.629 -0.158
N 1.371 3.392 -0.373
C 1.100 2.810 0.828
O 0.530 1.673 0.831
C 1.565 3.695 1.823
C 2.057 4.804 1.168
C 2.665 6.038 1.738
C 1.101 2.868 -1.674
C 0.102 3.433 -2.453
C -0.134 2.918 -3.718
C 0.617 1.847 -4.185
C 1.601 1.281 -3.387
C 1.849 1.791 -2.122
H 2.856 4.766 -2.016
H 3.281 6.028 -0.852
H 1.707 6.075 -1.678
H 1.478 3.557 2.884
H 2.462 6.082 2.805
H 2.260 6.936 1.272
H 3.748 6.040 1.598
H -0.486 4.257 -2.068
H -0.912 3.345 -4.336
H 0.422 1.442 -5.168
H 2.172 0.434 -3.744
H 2.600 1.351 -1.478
S -3.123 -0.281 -3.863
C -1.969 -0.913 -2.861
S -1.272 -0.011 -1.550
C -0.374 -1.406 -1.037
N -0.530 -2.429 -1.804
N -1.399 -2.141 -2.833
C -1.682 -3.220 -3.730
C -1.867 -4.487 -3.198
C -2.123 -5.549 -4.049
C -2.195 -5.343 -5.420
C -2.000 -4.072 -5.938
C -1.738 -3.002 -5.096
S 0.702 -1.424 0.331
H -1.796 -4.633 -2.129
H -2.269 -6.539 -3.639
H -2.399 -6.173 -6.083
H -2.047 -3.907 -7.006
H -1.587 -2.010 -5.495
Te -0.431 1.571 4.251
*
```

Results
- frontier orbital gap (spin up / spin down) (eV) = 6.0771 / 5.5981
- energy relative to the best compared isomer or geometry (same formula, charge and spin) (kJ/mol) = 0.0
- LUMO level (spin up / spin down) (eV) = -3.2528 / -3.7629
- E_HOMO (spin up / spin down) (Ha) = -0.3429 / -0.3440

Mulliken population analysis, charges in e, atoms 1 to 4: Tc -0.324; C -0.923; C -0.490; C -0.996



No. 4
2 unconnected molecules or ions with the total composition C4H11N3O2 in a non-equilibrium geometry. Source: the OMol25 dataset; level of theory: ωB97M-V/def2-TZVPD.

```
! wB97M-V def2-TZVPD RIJCOSX def2/J DEFGRID3
* xyz 0 1
C 0.683 2.593 1.053
N 1.242 1.267 1.092
C 1.520 0.669 0.021
N 1.118 1.130 -1.224
N 2.127 -0.593 -0.036
H 0.881 3.092 1.992
H -0.404 2.561 0.988
H 1.130 3.257 0.301
H 1.160 2.111 -1.446
H 1.181 0.565 -2.056
H 1.519 -1.397 0.071
H 2.965 -0.706 0.506
C -2.648 -1.320 0.191
C -1.409 -2.147 -0.067
O -0.618 -2.470 0.775
O -1.217 -2.339 -1.377
H -2.917 -1.364 1.249
H -3.455 -1.764 -0.392
H -2.440 -0.292 -0.080
H -0.418 -2.853 -1.561
*
```

Results
- frontier orbital gap (eV) = 9.5137
- energy relative to the best compared isomer or geometry (same formula, charge and spin) (kJ/mol) = 99.7
- LUMO level (eV) = 0.6434
- E_HOMO (Ha) = -0.3260
- SMILES string = CN=C(N)N.CC(=O)O

Mulliken population analysis, charges in e, atoms 1 to 4: C -0.796; N -0.536; C 0.601; N -0.390